Record 1
C27H41AsBrN6OY as an isolated structure in a non-equilibrium geometry. Source: the Open Molecules 2025 dataset; level of theory: the ωB97M-V functional and the def2-TZVPD basis.

Output
- highest occupied orbital energy (eV) = -16.99
- E (eV) = -171543.1704
- total charge = +4
- gap between HOMO and LUMO (eV) = 6.9
- ΔE to the lowest compared entry with this formula, charge and spin (eV) = 1.2965

```
78
Properties=species:S:1:pos:R:3:forces:R:3:mulliken_charge:R:1
Y -0.585 -0.011 -0.110 0.319 0.078 0.425 1.128
Br -3.520 6.883 1.514 0.144 -0.305 -0.101 -0.084
C -2.740 5.296 0.850 -0.131 0.387 0.036 -0.461
C -2.148 5.291 -0.417 -0.083 0.040 0.191 -0.413
C -1.575 4.139 -0.912 0.213 -0.403 -0.078 -0.212
C -1.558 2.947 -0.178 -0.308 1.009 0.091 0.418
O -0.982 1.867 -0.709 -0.173 0.137 0.110 -0.803
C -2.193 2.945 1.095 0.242 -0.144 -0.298 -0.181
C -2.488 1.738 1.799 -0.022 -0.008 -0.004 -0.001
N -1.989 0.553 1.566 -0.339 0.258 0.252 0.114
C -2.794 -0.560 1.987 -0.164 -0.034 0.129 -0.357
C -3.297 -0.745 3.249 0.185 -0.010 -0.092 -0.359
C -4.256 -1.748 3.492 -0.088 -0.089 0.043 -0.930
C -4.757 -2.499 2.465 -0.013 0.019 0.072 -0.807
C -4.284 -2.309 1.145 0.209 0.108 -0.051 0.766
C -4.845 -2.945 0.015 0.049 -0.032 -0.082 -0.645
C -4.369 -2.650 -1.237 -0.084 -0.057 0.018 -1.087
C -3.279 -1.784 -1.361 0.153 -0.020 0.100 -0.271
N -2.700 -1.183 -0.331 0.068 0.114 -0.089 0.306
C -3.241 -1.382 0.916 -0.102 -0.098 0.157 0.790
C -2.781 4.134 1.578 -0.053 -0.009 0.080 -0.791
H -2.161 6.195 -1.012 0.015 -0.010 -0.008 0.473
H -1.150 4.130 -1.909 -0.030 0.027 0.001 0.516
H -3.296 1.816 2.528 0.017 -0.045 0.024 0.486
H -2.984 -0.099 4.062 -0.001 0.020 -0.018 0.610
H -4.631 -1.881 4.498 -0.008 -0.021 -0.016 0.468
H -5.538 -3.227 2.647 -0.011 0.014 -0.012 0.472
H -5.666 -3.641 0.143 -0.002 0.011 0.013 0.512
H -4.812 -3.081 -2.124 0.013 -0.017 0.008 0.478
H -2.855 -1.586 -2.339 -0.035 0.000 -0.016 0.515
H -3.287 4.125 2.536 0.003 -0.025 -0.005 0.535
C 4.244 1.816 -2.165 0.069 -0.325 0.084 -0.884
C 3.292 0.889 -1.368 -0.044 0.051 0.012 0.086
N 1.953 1.492 -1.236 -0.099 -0.090 0.001 0.515
C 2.065 2.710 -0.406 -0.020 0.040 -0.087 -0.212
C 3.179 3.644 -0.937 -0.154 0.038 0.331 -0.971
N 3.575 3.146 -2.291 0.109 0.092 -0.042 0.028
C 2.362 3.024 -3.159 -0.294 -0.055 -0.158 -0.944
C 1.493 1.882 -2.589 0.064 -0.021 0.032 -0.310
H 4.442 1.439 -3.167 -0.031 0.080 -0.036 0.374
H 5.198 1.947 -1.657 -0.001 0.108 -0.023 0.371
H 3.687 0.703 -0.368 0.012 0.023 -0.007 0.408
H 3.201 -0.068 -1.877 0.028 0.006 -0.001 -0.274
H 2.285 2.424 0.623 0.028 0.024 -0.003 0.573
H 1.103 3.221 -0.415 0.015 -0.022 -0.012 -0.015
H 4.063 3.641 -0.302 0.062 -0.034 -0.085 0.283
H 2.833 4.672 -1.026 0.027 -0.002 -0.105 0.427
H 4.225 3.811 -2.716 0.008 -0.002 -0.002 0.338
H 2.678 2.828 -4.182 0.089 0.010 0.029 0.397
H 1.843 3.981 -3.144 0.072 0.031 0.051 0.340
H 1.545 1.001 -3.231 0.031 0.011 -0.003 0.369
H 0.455 2.197 -2.530 -0.006 0.029 0.000 0.267
C 2.115 -2.895 -1.916 -0.118 0.115 0.027 -1.342
As 0.289 -2.215 -1.695 0.596 -1.277 -0.910 0.810
C -0.553 -3.873 -1.063 -0.097 0.082 0.062 -1.132
C -0.213 -2.170 -3.586 -0.103 0.059 -0.007 -1.352
H 2.031 -3.823 -2.480 0.062 -0.023 0.002 0.470
H 2.592 -3.101 -0.959 -0.051 -0.014 0.027 0.280
H 2.737 -2.203 -2.479 -0.053 0.027 -0.025 0.416
H -1.149 -4.300 -1.867 -0.013 0.017 -0.005 0.403
H -1.203 -3.703 -0.206 -0.011 0.016 -0.012 0.272
H 0.218 -4.593 -0.795 0.046 0.036 0.002 0.455
H -0.584 -3.150 -3.880 0.005 -0.014 0.010 0.486
H 0.663 -1.943 -4.192 0.040 0.038 0.066 0.442
H -0.978 -1.423 -3.794 -0.016 -0.013 0.012 0.416
N 3.723 -3.187 3.978 0.033 -0.071 0.050 -0.269
C 2.311 -2.804 3.638 -0.388 0.242 -0.232 -0.733
C 2.208 -1.893 2.397 0.117 -0.102 0.145 -0.794
N 0.829 -1.414 2.183 -0.115 -0.011 -0.197 -0.333
H 3.735 -3.815 4.789 0.026 -0.026 0.046 0.384
H 4.302 -2.380 4.223 0.028 0.046 0.018 0.359
H 4.190 -3.685 3.216 0.031 -0.034 -0.032 0.353
H 1.892 -2.300 4.509 0.100 -0.041 0.070 0.419
H 1.755 -3.727 3.480 0.063 -0.051 0.054 0.430
H 2.857 -1.024 2.519 0.007 -0.012 -0.055 0.503
H 2.528 -2.439 1.507 0.043 0.046 0.008 0.238
H 0.548 -0.853 2.984 -0.102 0.059 -0.003 0.257
H 0.202 -2.217 2.181 -0.076 0.020 0.021 0.209
```
Positions in Å, forces in eV/Å.

Record 2
C27H41Cl3LuN3O3Si as an isolated structure in a non-equilibrium geometry. Source: the Open Molecules 2025 dataset; level of theory: the ωB97M-V functional and the def2-TZVPD basis.

Output
- highest occupied orbital energy (eV) = -8.22
- E (eV) = -118350.3967
- total charge = 0
- gap between HOMO and LUMO (eV) = 8.1
- ΔE to the lowest compared entry with this formula, charge and spin (eV) = 0.7915

```
79
Properties=species:S:1:pos:R:3:forces:R:3:mulliken_charge:R:1
C -1.863 6.087 -0.851 -0.193 0.228 -0.009 -1.694
C -1.361 4.834 -1.515 0.448 -0.200 -0.592 0.652
H -2.404 6.755 -1.544 0.248 -0.331 0.170 0.477
H -1.022 6.669 -0.440 -0.381 -0.164 0.015 0.201
H -2.562 5.817 -0.046 0.299 0.272 -0.091 0.342
C -0.802 4.858 -2.734 -0.591 -0.255 0.506 0.364
C -0.707 6.099 -3.552 0.362 0.437 -0.525 -1.502
H -0.444 3.933 -3.198 -0.223 0.444 0.235 0.417
H -0.002 6.824 -3.109 -0.210 -0.154 -0.149 0.285
H -1.671 6.620 -3.672 0.273 -0.229 0.122 0.335
H -0.339 5.849 -4.556 -0.087 0.221 0.218 0.380
Lu 1.196 -1.344 1.018 0.975 0.328 0.814 1.375
Cl -0.656 -1.113 2.677 -0.270 -0.267 0.226 -0.609
Cl 2.749 -0.124 2.571 0.109 -0.054 -0.016 -0.653
C -0.705 -3.148 -0.683 1.240 0.192 0.192 0.154
O 0.539 -3.232 -0.444 -1.443 0.036 -0.305 -0.813
N -1.262 -3.211 -1.897 0.467 -0.090 0.185 0.319
C -0.469 -3.294 -3.122 -0.143 -0.114 -0.105 -0.741
C -2.712 -3.196 -2.027 -0.053 -0.270 0.256 -0.920
H -1.413 -2.967 0.154 0.201 -0.306 -0.498 0.408
H 0.601 -3.186 -2.919 -0.337 -0.054 0.205 0.219
H -0.781 -2.508 -3.825 0.033 -0.074 0.318 0.180
H -0.649 -4.257 -3.617 0.115 0.114 0.128 0.340
H -3.133 -2.737 -1.123 0.007 -0.070 -0.337 0.286
H -3.085 -4.231 -2.111 -0.019 0.357 -0.079 0.314
H -3.024 -2.625 -2.912 0.198 -0.079 0.307 0.311
H 2.852 3.126 -1.286 0.048 -0.100 0.036 0.228
H 1.842 2.283 -3.741 0.183 -0.095 0.037 0.259
C 3.557 2.306 -1.450 -0.063 0.224 -0.042 -0.890
C 2.662 1.562 -3.628 -0.120 -0.073 0.040 -0.909
N 2.914 1.265 -2.228 -0.029 -0.495 0.039 0.131
H 3.905 1.922 -0.494 -0.125 -0.042 -0.070 0.365
C 2.486 0.123 -1.682 -0.060 -0.048 0.974 0.364
O 2.609 -0.178 -0.475 0.173 0.126 -1.297 -0.724
H 2.387 0.637 -4.141 0.108 0.189 -0.042 0.345
H 1.978 -0.552 -2.384 0.072 0.083 0.025 0.241
H 4.389 2.704 -2.034 0.098 -0.069 0.097 0.339
H 3.561 1.989 -4.076 -0.052 -0.142 -0.022 0.364
O -0.372 3.451 0.231 -0.546 -0.215 -2.176 -0.076
C -1.468 3.560 -0.689 0.066 -0.214 0.716 -0.564
C -0.529 1.841 -2.291 0.053 0.034 -0.440 0.446
C -1.609 2.311 -1.551 -0.049 0.149 0.222 0.853
H 0.450 2.283 -2.085 -0.309 -0.224 -0.120 0.300
C -0.705 0.867 -3.278 -0.424 0.247 0.114 -0.977
H -2.372 3.660 -0.073 -0.123 -0.163 -0.193 0.411
C -2.847 1.675 -1.670 0.448 0.191 -0.234 -0.645
H 0.134 0.564 -3.905 -0.232 -0.005 0.178 0.106
C -1.970 0.297 -3.471 0.252 0.212 0.283 -0.644
C -3.020 0.672 -2.625 -0.098 -0.067 -0.188 -0.930
H -3.654 1.997 -1.013 0.029 -0.158 -0.265 0.386
H -2.115 -0.450 -4.259 -0.030 0.297 0.331 0.602
H -4.001 0.205 -2.740 0.291 0.104 0.055 0.400
Si 0.192 3.998 1.635 0.719 -0.436 1.947 0.219
Cl -0.379 -0.488 -0.498 -1.338 1.126 -1.101 -0.106
C 2.045 3.721 1.547 -0.029 0.282 -0.176 -0.584
C -0.411 2.817 2.970 -0.108 0.020 0.043 -0.906
C -0.207 5.765 2.124 -0.033 0.313 0.021 -1.262
H 2.402 3.733 0.516 -0.032 0.148 0.128 -0.120
H 2.252 2.730 1.954 0.110 -0.024 0.004 0.122
H 2.617 4.462 2.111 -0.022 -0.062 0.033 0.434
H 0.286 6.489 1.467 -0.128 -0.013 0.005 0.322
H 0.155 5.980 3.144 -0.028 -0.301 -0.318 0.396
H -1.283 5.973 2.134 0.112 -0.004 -0.080 0.333
H 0.296 1.978 3.045 -0.170 0.164 0.024 0.183
H -1.363 2.371 2.667 -0.083 0.006 0.087 0.267
H -0.540 3.248 3.973 0.083 -0.039 -0.278 0.366
N 1.537 -3.266 2.201 -0.777 -3.063 2.319 -0.418
C 1.230 -4.138 2.920 1.279 2.776 -2.481 0.359
C 1.023 -5.253 3.754 -0.437 -0.946 0.755 0.379
C 2.038 -6.218 3.800 0.074 -0.225 0.289 -0.354
C 1.914 -7.308 4.668 -0.334 0.452 -0.119 -0.560
C 0.762 -7.426 5.459 0.179 -0.057 0.008 -0.304
C -0.264 -6.475 5.388 0.056 0.173 -0.155 -0.497
C -0.146 -5.384 4.526 0.310 -0.038 -0.004 -0.459
H 2.923 -6.086 3.173 -0.287 -0.088 0.270 0.401
H 2.728 -8.030 4.732 -0.332 0.128 0.007 0.378
H 0.673 -8.271 6.152 0.006 0.380 -0.310 0.360
H -1.155 -6.556 6.017 0.389 -0.084 -0.263 0.370
H -0.919 -4.617 4.450 0.234 -0.254 0.099 0.474
```
Positions in Å, forces in eV/Å.

Among the records above, which one has the lowest gap between HOMO and LUMO? C27H41AsBrN6OY

The lowest gap between HOMO and LUMO belongs to which entry? C27H41AsBrN6OY

What is the highest occupied orbital energy in the first record? -16.99 eV

Which of these has the lowest total charge? C27H41Cl3LuN3O3Si